Here is a cluster of 3 separate species, C10H22BrNO11S3 in total from the Open Molecules 2025 dataset. Energies are from ωB97M-V/def2-TZVPD.

```
! wB97M-V def2-TZVPD RIJCOSX def2/J DEFGRID3
* xyz 0 1
C -5.143 -1.341 2.528
C -5.304 -2.060 1.185
C -4.473 -3.336 1.071
N -3.088 -3.203 1.549
O -2.170 -3.109 0.440
S -1.427 -1.668 0.482
O -0.348 -1.830 -0.465
O -2.625 -0.878 -0.310
C -2.323 0.492 -0.546
Br -4.047 1.413 -0.488
C -1.641 0.745 -1.884
C -2.186 -0.099 -3.023
H -6.101 -0.980 2.898
H -4.484 -0.481 2.432
H -4.723 -1.995 3.290
H -5.062 -1.389 0.368
H -6.345 -2.360 1.052
H -4.481 -3.689 0.039
H -4.934 -4.092 1.709
H -2.824 -4.081 1.975
H -1.737 0.896 0.279
H -0.569 0.598 -1.741
H -1.784 1.805 -2.094
H -1.585 0.045 -3.918
H -2.146 -1.156 -2.772
H -3.214 0.183 -3.238
C 2.445 -0.776 -1.334
C 3.172 -2.084 -1.115
O 4.477 -1.853 -1.681
S 4.904 -0.335 -1.464
O 5.722 -0.221 -0.310
O 5.315 0.205 -2.707
O 3.454 0.225 -1.089
H 2.095 -0.674 -2.362
H 1.619 -0.639 -0.647
H 2.703 -2.918 -1.626
H 3.284 -2.313 -0.054
C 5.208 3.481 1.227
C 4.032 3.270 0.299
O 2.894 3.651 1.089
S 3.294 4.843 2.077
O 2.917 6.085 1.508
O 2.887 4.485 3.386
O 4.878 4.688 1.935
H 5.307 2.666 1.945
H 6.145 3.621 0.698
H 3.922 2.240 -0.017
H 4.087 3.923 -0.575
*
```

As for the HOMO-LUMO gap: 10.85 eV. The HOMO energy comes out at -10.593 eV. The value obtained for the molar mass is 508.4 g/mol.

=====

Here is a cluster of 2 separate species, C10H22FNO6PS in total in a non-equilibrium geometry from the Open Molecules 2025 dataset. Energies are from ωB97M-V/def2-TZVPD.

```
! wB97M-V def2-TZVPD RIJCOSX def2/J DEFGRID3
* xyz 1 1
C 4.963 -2.641 0.128
C 3.990 -3.450 1.027
F 4.317 -4.768 0.823
C 2.513 -3.168 0.607
P 2.025 -1.448 -0.003
O 2.988 -0.266 0.529
O 0.549 -1.150 0.624
S 1.929 -1.446 -1.938
C 1.360 -3.851 1.398
O 1.559 -5.217 1.026
C 1.631 -5.113 -0.344
O 1.211 -5.793 -1.140
O 2.393 -3.976 -0.588
H 4.513 -2.442 -0.857
H 5.848 -3.263 -0.056
H 5.292 -1.719 0.627
H 4.129 -3.211 2.092
H 3.679 -0.072 -0.126
H 0.228 -0.365 0.152
H 1.243 -3.631 2.462
H 0.401 -3.623 0.896
C -1.152 2.694 -0.269
N -2.599 2.321 -0.464
C -2.762 0.882 -0.061
C -2.959 2.467 -1.909
C -3.518 3.151 0.424
C -3.526 4.644 0.153
O -2.230 5.192 0.339
H -0.541 1.907 -0.714
H -0.947 3.625 -0.782
H -0.949 2.770 0.796
H -2.123 0.272 -0.696
H -3.804 0.600 -0.197
H -2.471 0.780 0.982
H -2.783 3.493 -2.218
H -4.008 2.203 -2.035
H -2.327 1.796 -2.490
H -3.194 2.960 1.448
H -4.523 2.753 0.286
H -4.213 5.119 0.858
H -3.877 4.863 -0.860
H -2.255 6.118 0.066
*
```

As for the HOMO-LUMO gap: 8.58 eV. The HOMO energy comes out at -11.384 eV. The value obtained for the molar mass is 334.3 g/mol.

=====

Here is a structure of composition C10H22LiO4 in a non-equilibrium geometry from the Open Molecules 2025 dataset. Energies are from ωB97M-V/def2-TZVPD.

```
! wB97M-V def2-TZVPD RIJCOSX def2/J DEFGRID3
* xyz -1 1
Li -19.655 -16.196 -21.003
C -21.639 -15.240 -22.853
O -20.531 -16.023 -22.783
H -22.605 -15.805 -22.913
H -21.760 -14.558 -21.964
H -21.634 -14.561 -23.741
C -16.904 -17.419 -20.778
O -18.014 -17.420 -21.550
H -16.898 -18.211 -19.973
H -15.977 -17.616 -21.369
H -16.726 -16.460 -20.212
C -20.770 -18.746 -17.816
C -22.192 -18.218 -18.079
C -21.888 -16.847 -18.641
O -20.801 -17.075 -19.513
C -19.955 -18.101 -18.960
H -20.739 -19.834 -17.828
H -20.437 -18.398 -16.836
H -22.793 -18.138 -17.170
H -22.689 -18.879 -18.787
H -21.608 -16.126 -17.860
H -22.710 -16.420 -19.217
H -19.054 -17.623 -18.575
H -19.749 -18.806 -19.760
C -16.998 -13.418 -20.505
C -17.151 -13.646 -18.998
C -18.518 -14.349 -18.876
O -19.043 -14.450 -20.191
C -18.439 -13.436 -20.968
H -16.402 -14.195 -20.984
H -16.511 -12.469 -20.744
H -17.185 -12.693 -18.461
H -16.350 -14.215 -18.528
H -19.227 -13.812 -18.233
H -18.441 -15.355 -18.459
H -18.949 -12.473 -20.802
H -18.579 -13.654 -22.027
*
```

As for the HOMO-LUMO gap: 5.60 eV. The HOMO energy comes out at -2.771 eV. The value obtained for the molar mass is 213.2 g/mol.

=====

Here is a structure of composition C10H22N2O10Zr2 in a non-equilibrium geometry from the Open Molecules 2025 dataset. Energies are from ωB97M-V/def2-TZVPD.

```
! wB97M-V def2-TZVPD RIJCOSX def2/J DEFGRID3
* xyz 4 1
Zr 3.463 -3.734 -0.007
Zr 1.236 -1.940 3.203
O 2.672 -0.347 2.605
C 2.433 0.615 1.512
C 3.131 2.039 1.729
O 4.282 2.047 2.607
H 2.932 0.131 0.672
H 1.378 0.619 1.237
H 2.284 2.580 2.152
H 3.378 2.469 0.758
O -0.262 -2.292 1.638
C -0.650 -2.522 0.291
C 0.403 -2.134 -0.802
O 1.750 -2.422 -0.605
H -1.548 -1.936 0.097
H -0.801 -3.601 0.258
H 0.023 -2.222 -1.819
H 0.366 -1.045 -0.787
C 1.890 -1.012 -4.193
N 1.408 -0.219 -5.311
O 1.715 -0.550 -6.424
O 0.547 0.616 -5.014
H 1.438 -2.002 -4.251
H 1.847 -0.382 -3.305
H 2.965 -1.055 -4.368
C -2.560 0.063 -3.070
N -3.157 -0.982 -2.195
O -3.929 -0.433 -1.304
O -2.801 -2.158 -2.246
H -1.492 0.200 -2.899
H -2.946 1.068 -2.903
H -2.720 -0.110 -4.134
O -0.048 0.018 3.645
C -0.679 1.053 3.667
O -1.747 1.403 3.053
C -2.305 0.699 1.960
C -2.158 1.663 0.748
C -0.152 2.191 4.542
H -3.368 0.565 2.161
H -1.813 -0.251 1.750
H -2.856 2.483 0.578
H -2.169 1.151 -0.214
H -1.231 2.215 0.902
H -0.925 2.448 5.267
H -0.043 3.007 3.827
H 0.823 2.008 4.993
*
```

As for the HOMO-LUMO gap: 1.71 eV. The HOMO energy comes out at -19.835 eV. The value obtained for the molar mass is 512.7 g/mol.

=====

Here is a structure of composition C10H22N2OS2V from the Open Molecules 2025 dataset. Energies are from ωB97M-V/def2-TZVPD.

```
! wB97M-V def2-TZVPD RIJCOSX def2/J DEFGRID3
* xyz 4 2
V -0.096 -0.065 0.228
C 1.323 -0.878 -1.791
C 0.185 -1.874 -1.386
N -1.147 -1.276 -0.962
C -2.083 -0.671 -1.985
C -1.546 0.624 -2.569
S -0.755 1.641 -1.240
C 0.876 2.150 -1.938
C 2.022 1.518 -1.156
N 1.667 0.118 -0.700
H 1.083 -0.339 -2.702
H 2.198 -1.499 -1.997
H 0.512 -2.523 -0.557
H 0.040 -2.552 -2.234
H -1.670 -2.019 -0.484
H -3.024 -0.510 -1.457
H -2.271 -1.398 -2.780
H -2.360 1.228 -2.975
H -0.805 0.484 -3.354
H 0.920 3.239 -1.874
H 0.854 1.882 -2.995
H 2.257 2.086 -0.256
H 2.927 1.480 -1.768
H 2.466 -0.245 -0.165
O -0.492 0.543 1.756
S -0.724 1.580 3.103
C -2.291 1.064 3.858
C -1.943 0.062 4.954
C -0.647 0.575 5.572
C 0.327 0.835 4.413
H -3.000 0.788 3.076
H -2.616 2.036 4.266
H -1.831 -0.945 4.546
H -2.758 0.038 5.678
H -0.180 -0.151 6.240
H -0.811 1.489 6.143
H 0.716 -0.093 3.985
H 1.139 1.538 4.602
*
```

The expectation value of S² is 0.78. As for the HOMO-LUMO gap (alpha / beta): 6.85 / 7.50 eV. The HOMO energy (alpha / beta) comes out at -24.432 / -24.435 eV. The value obtained for the molar mass is 301.4 g/mol.

=====

Here is the ion C10H22N3O with charge +1 in a non-equilibrium geometry from the Open Molecules 2025 dataset. Energies are from ωB97M-V/def2-TZVPD.

```
! wB97M-V def2-TZVPD RIJCOSX def2/J DEFGRID3
* xyz 1 1
H -1.329 -1.899 1.786
N -2.032 -1.404 1.216
C -1.918 -0.593 0.295
O -0.552 -0.302 -0.484
N 0.331 -1.276 -0.314
C 0.181 -2.518 -0.655
C 1.628 -0.802 0.273
C 2.588 -0.341 -0.841
N 3.707 0.275 -0.133
C 3.463 1.665 0.295
C 4.525 -0.551 0.679
C -2.954 0.509 0.007
C -3.331 0.419 -1.505
C -4.270 0.225 0.782
C -2.409 1.872 0.334
H -0.685 -2.846 -1.360
H 1.029 -3.072 -0.582
H 2.049 -1.619 0.788
H 1.371 0.084 0.887
H 2.110 0.511 -1.438
H 2.875 -1.098 -1.469
H 2.549 1.937 0.763
H 4.372 2.074 0.882
H 3.382 2.266 -0.718
H 3.969 -0.818 1.580
H 4.824 -1.440 0.068
H 5.384 0.124 0.657
H -3.803 1.404 -1.751
H -3.914 -0.532 -1.758
H -2.409 0.487 -2.149
H -5.011 0.898 0.488
H -4.129 0.149 1.830
H -4.620 -0.775 0.495
H -3.255 2.619 -0.067
H -1.500 2.328 -0.246
H -2.216 2.038 1.365
*
```

As for the HOMO-LUMO gap (alpha / beta): 6.88 / 6.88 eV. Its structure (SMILES) is [H]/N=C(\O[N+](=C)CCN(C)C)C(C)(C)C. The HOMO energy (alpha / beta) comes out at -11.498 / -11.498 eV. The value obtained for the molar mass is 200.3 g/mol.